Here is 2 unconnected molecules or ions with the total composition C3H10NO from the OMol25 dataset. Energies are from wB97M-V/def2-TZVPD.

Positions of all 15 atoms, in Å:
C -2.67545 0.16405 1.27806
O -1.65340 -0.64349 0.91473
H -2.75529 0.34182 2.37892
H -3.66190 -0.22085 0.91665
H -2.61893 1.22053 0.89272
C 2.04662 0.30519 -1.81905
C 1.62232 -0.38063 -0.52124
N 0.75011 0.46607 0.27907
H 1.16262 0.45913 -2.44567
H 2.73216 -0.30661 -2.41081
H 2.46303 1.29991 -1.65381
H 2.52724 -0.57416 0.07667
H 1.11811 -1.32254 -0.79936
H 0.20166 1.04936 -0.35181
H -0.06772 -0.10353 0.63938

## Properties
Energy relative to the best compared isomer or geometry (same formula, charge and spin) ... 16.9 kcal/mol
Electronic energy ... -250.2644 Eh
E_HOMO ... -2.46 eV
Net charge ... -1

Atomic partial charges in e from the Mulliken method, atoms 1 to 5: -0.599, -0.864, 0.169, 0.163, 0.154